C61H163N23O25 | the ωB97M-V functional and the def2-TZVPD basis

HOMO-LUMO gap: 8.783 eV
energy relative to the best compared isomer or geometry (same formula, charge and spin): 19.9 kcal/mol
largest force on an atom: 3.602 eV/A
E_HOMO: -8.4 eV
E_LUMO: 0.0141 hartree
spin multiplicity: 1

Structure (XYZ):
```
272
Properties=species:S:1:pos:R:3:forces:R:3:lowdin_charge:R:1
C -2.988567 3.981652 3.255238 2.88 0.51 0.51 -0.711
O -1.953881 4.629757 3.405289 0.20 1.04 -0.13 -0.013
N -3.432869 3.204160 4.284018 -1.72 -0.22 0.48 0.162
N -3.603221 3.863026 2.097862 -1.45 -0.47 -0.94 0.204
H -4.392012 2.981524 4.044555 -0.23 -0.54 0.68 0.087
H -3.398909 3.699939 5.175354 0.29 -0.32 -0.34 0.113
H -4.370656 3.193990 2.029819 -0.18 0.04 -0.37 0.057
H -3.375053 4.472400 1.336936 0.26 -0.12 -0.16 0.084
C -1.188096 5.847874 -0.138566 0.89 -0.87 0.06 -0.677
O -1.104847 5.755163 -1.349640 0.01 0.17 -0.30 0.009
N -0.277311 5.322173 0.750259 -2.44 0.77 2.54 0.157
N -2.237312 6.483534 0.492997 -0.33 -0.03 0.73 0.138
H -0.657330 5.351785 1.765149 1.58 -0.44 -2.14 0.110
H 0.629676 4.956511 0.521672 0.26 0.08 -0.28 0.067
H -3.086626 6.657368 0.003810 -0.11 0.08 -0.80 0.092
H -2.415730 6.258750 1.456893 0.35 0.18 0.33 0.060
C -3.319673 -1.186070 -1.306436 -1.37 -0.67 2.29 -0.636
O -4.545000 -0.973938 -1.422173 1.25 -0.02 -0.69 -0.041
N -2.353878 -0.287008 -1.582222 0.02 -1.07 0.30 0.216
N -2.930649 -2.352008 -0.615648 -2.03 0.21 -0.54 0.160
H -2.557418 0.459067 -2.199101 -0.36 0.82 -0.58 0.059
H -1.400669 -0.450860 -1.305631 0.46 -0.20 -0.17 0.069
H -3.705586 -2.871466 -0.163727 0.91 0.84 -0.69 0.112
H -2.019730 -2.553358 -0.290656 1.17 0.04 0.09 0.029
C 3.867220 5.908402 -4.648839 -0.75 -1.24 -1.40 -0.664
O 4.257901 6.775260 -3.902084 0.43 0.32 0.47 0.023
N 2.505400 5.677224 -4.856069 -0.09 1.23 0.62 0.134
N 4.707172 5.074785 -5.380180 0.59 0.90 1.05 0.147
H 2.216404 5.108105 -5.657202 0.05 0.50 0.61 0.068
H 1.920361 6.464262 -4.460882 0.83 -1.64 -1.03 0.131
H 4.358765 4.329873 -5.961231 -0.13 -0.16 0.17 0.050
H 5.688749 5.097331 -5.076431 -0.97 -0.09 -0.48 0.110
C 4.247363 -4.001781 -1.186681 0.56 0.08 -0.15 -0.658
O 3.536958 -3.218071 -1.794254 -0.20 0.52 -0.30 0.001
N 4.474670 -5.244801 -1.721280 -0.19 -0.20 0.19 0.155
N 4.866786 -3.674346 -0.017085 -0.97 1.59 -1.15 0.189
H 4.201887 -5.302713 -2.689822 0.02 -0.22 0.16 0.105
H 5.134636 -5.914349 -1.360077 0.01 0.28 -0.07 0.096
H 4.909922 -2.668576 0.235723 -0.11 -1.21 0.22 0.108
H 5.274844 -4.385844 0.506048 0.93 -0.77 1.08 0.075
C -2.316449 -1.559192 -4.705046 0.90 1.48 -0.27 -0.650
O -1.657873 -0.503775 -4.852477 -1.11 -1.07 0.20 -0.022
N -3.684549 -1.643088 -4.786290 -0.49 1.16 -0.17 0.162
N -1.713016 -2.729164 -4.402057 0.53 -0.19 -0.03 0.183
H -4.117555 -2.486847 -5.132829 0.05 0.24 0.27 0.099
H -4.232778 -0.766660 -4.823878 0.78 -1.04 -0.04 0.124
H -2.273792 -3.546440 -4.379282 -0.36 -0.59 0.13 0.091
H -0.745928 -2.875328 -4.664235 -0.13 0.34 -0.17 0.092
C 1.657635 2.528253 -6.417098 -0.25 0.42 -0.16 -0.666
O 2.775990 3.017196 -6.505416 0.53 0.39 -0.14 -0.015
N 1.367717 1.661664 -5.402359 -1.23 -0.47 0.43 0.189
N 0.667433 2.804772 -7.318092 1.91 0.69 -1.13 0.173
H 0.404807 1.340390 -5.241262 0.65 0.28 -0.36 0.081
H 1.884382 1.805287 -4.547171 0.36 -0.12 -0.07 0.090
H 0.839266 3.544037 -8.010377 0.23 -0.77 0.70 0.122
H -0.268295 2.659094 -7.078332 -1.84 -0.36 0.78 0.016
C 2.100519 3.879929 6.714157 -0.05 -0.35 -0.05 -0.127
O 1.179946 2.933528 7.203948 -1.00 -0.23 -1.15 -0.220
C 0.077179 2.899157 6.234848 -0.20 -1.19 0.73 -0.160
C -0.988080 1.963349 6.883406 0.80 -0.70 -1.62 -0.172
N -0.615331 0.543524 6.726469 0.85 1.53 0.51 -0.040
C -1.471722 -0.326068 7.478993 0.93 -2.16 0.43 -0.213
C -1.004134 -1.793161 7.290350 -0.29 0.53 0.23 -0.187
O 0.017841 -2.191000 8.229340 -0.41 1.03 -0.61 -0.204
C 0.355373 -3.502943 7.967792 1.70 -1.16 -1.93 -0.154
H 2.369259 3.643113 5.664927 0.11 0.20 0.35 0.085
H 2.990116 3.876109 7.350129 -0.16 0.12 -0.10 0.094
H 1.566263 4.818909 6.750116 0.43 0.79 -0.16 0.085
H 0.486409 2.522427 5.272993 -0.39 0.04 0.46 0.097
H -0.318298 3.904316 6.051573 0.04 0.00 0.18 0.114
H -2.000347 1.940880 6.485802 -0.08 1.04 -0.35 0.097
H -1.011814 2.293450 7.892800 -0.21 0.16 1.30 0.101
H 0.378159 0.483268 6.950959 -0.24 -0.60 0.20 0.085
H -2.469416 -0.238258 7.072762 -0.42 -0.04 -0.23 0.101
H -1.590441 -0.278377 8.588161 0.41 0.91 -0.34 0.132
H -0.625816 -1.925991 6.252389 -0.38 -0.18 0.54 0.120
H -1.860651 -2.421400 7.546653 -0.19 -0.27 -0.59 0.116
H -0.353546 -4.225023 8.291455 -1.13 -0.54 0.62 0.063
H 1.313531 -3.786883 8.427991 -0.22 0.47 0.03 0.092
H 0.470704 -3.734807 6.844497 -0.03 0.61 1.29 0.107
C -4.107260 2.960721 -3.047619 -1.42 1.70 2.25 -0.132
O -2.978625 2.203414 -3.121641 0.76 -0.98 -0.43 -0.215
C -1.739713 2.878386 -3.331409 0.47 -1.49 -1.07 -0.163
C -1.633672 3.535778 -4.724504 -1.22 -0.63 0.22 -0.167
N -1.796071 2.554380 -5.810355 -2.06 0.70 -1.56 -0.046
C -3.121065 2.672425 -6.599623 1.52 1.59 1.23 -0.162
C -3.200554 1.859531 -7.832422 1.77 -0.72 -1.34 -0.269
O -4.504021 2.072395 -8.290654 0.15 -0.18 0.56 -0.177
C -4.793351 1.412631 -9.459098 -0.24 -1.30 -1.40 -0.147
H -4.090262 3.545060 -2.092941 0.25 0.34 -0.59 0.095
H -5.018787 2.387734 -2.830685 0.40 -0.59 -0.81 0.085
H -4.260967 3.652399 -3.871007 -0.06 -0.03 -0.26 0.083
H -1.084230 1.991468 -3.374936 0.21 0.34 -0.11 0.095
H -1.377298 3.433893 -2.473098 -0.44 0.79 0.04 0.107
H -0.702994 4.024397 -4.854962 1.24 0.42 0.26 0.091
H -2.368583 4.316061 -4.878013 -0.29 0.24 0.22 0.106
H -1.752271 1.626330 -5.446328 -0.20 -0.91 0.38 0.043
H -3.302790 3.747545 -6.892807 0.50 -0.95 0.40 0.141
H -4.011278 2.381102 -6.066661 -0.20 -0.10 0.94 0.105
H -3.008558 0.782214 -7.638581 -0.19 0.31 0.09 0.129
H -2.406019 2.144927 -8.617845 -1.10 -0.12 0.86 0.145
H -4.055485 1.632362 -10.234907 0.08 0.07 -0.12 0.087
H -5.744191 1.774977 -9.774195 -0.74 0.40 -0.44 0.076
H -4.921990 0.285658 -9.462468 0.48 0.90 0.76 0.106
C -9.140197 1.197305 -0.438267 -1.02 0.26 -0.83 -0.135
O -8.035091 1.627011 0.293577 -0.26 0.45 0.27 -0.181
C -6.882042 1.157816 -0.355036 1.61 -1.38 2.10 -0.226
C -5.636465 1.811303 0.279411 -0.42 0.74 0.38 -0.183
N -5.475805 1.603455 1.734919 1.01 -0.51 -0.33 -0.079
C -4.586727 0.478559 2.131699 -0.42 -1.21 -1.18 -0.158
C -5.355308 -0.438907 3.084932 0.44 0.64 -0.53 -0.231
O -4.450058 -1.129354 3.884934 1.32 0.39 -1.11 -0.175
C -4.977660 -1.483963 5.079841 0.18 -0.30 2.52 -0.149
H -10.093025 1.244757 0.092947 0.33 0.47 0.40 0.089
H -9.060114 0.163091 -0.736876 0.31 -0.60 -0.13 0.079
H -9.232434 1.789734 -1.366911 -0.07 -0.13 0.21 0.096
H -6.875233 1.380489 -1.405570 -0.15 -0.13 -0.71 0.108
H -6.838986 0.046125 -0.121325 0.19 0.96 -0.92 0.142
H -5.732848 2.912664 0.139618 0.14 -0.55 -0.22 0.116
H -4.714645 1.452137 -0.179342 -0.20 0.07 -0.37 0.102
H -6.364349 1.426816 2.145154 -0.92 0.15 0.21 0.080
H -3.667933 0.816962 2.642594 -0.32 -0.05 -0.38 0.100
H -4.356589 -0.189200 1.235511 0.23 1.16 0.87 0.129
H -5.977553 -1.139650 2.531065 -0.26 -0.12 -0.15 0.133
H -6.007769 0.206530 3.663523 -0.27 0.06 0.65 0.115
H -5.302812 -0.619344 5.677284 0.21 0.21 0.00 0.093
H -4.262693 -2.067913 5.708363 -0.35 0.38 -0.74 0.101
H -5.860088 -2.053168 4.945189 -1.10 -1.07 -0.07 0.071
C 5.868818 -0.900071 2.622383 1.49 1.39 1.32 -0.133
O 4.926654 -1.053521 1.634147 -0.25 -0.49 -0.79 -0.202
C 3.677139 -0.451685 1.844874 -1.15 -1.74 0.89 -0.166
C 2.818210 -1.189002 2.952396 -0.80 1.76 -1.01 -0.184
N 3.263244 -0.835201 4.279513 0.21 1.12 1.46 -0.023
C 3.142030 0.613001 4.759816 -2.08 -1.42 -0.24 -0.163
C 3.433794 0.633647 6.228790 0.98 -0.52 1.38 -0.208
O 2.580126 -0.309919 6.917482 0.16 0.76 -0.40 -0.212
C 2.532486 -0.082695 8.310471 -0.91 -1.52 1.02 -0.116
H 6.009577 -1.716304 3.306732 -0.73 -0.71 0.46 0.078
H 5.771753 0.027793 3.252708 -0.32 -0.70 -0.68 0.107
H 6.835754 -0.826555 2.159313 0.56 0.24 -0.58 0.077
H 3.185059 -0.560415 0.863524 -0.06 0.54 0.56 0.096
H 3.834454 0.570823 2.169450 -0.23 0.40 -0.31 0.095
H 2.724738 -2.254846 2.799246 0.95 -0.54 0.14 0.109
H 1.748575 -0.934464 2.798635 0.20 0.62 -0.14 0.086
H 2.754851 -1.363028 4.992790 0.24 0.00 -0.39 0.103
H 2.076903 1.012943 4.689313 0.98 -0.45 -0.44 0.114
H 3.799633 1.293294 4.244152 0.32 -0.11 -0.17 0.073
H 3.382209 1.642124 6.711750 -0.32 -0.69 -0.63 0.109
H 4.467607 0.283040 6.381469 -0.03 0.08 0.00 0.128
H 2.213459 0.924044 8.527105 -0.48 0.47 0.05 0.069
H 3.481110 -0.200676 8.834744 0.48 -0.21 -0.33 0.082
H 1.818045 -0.858788 8.777405 0.95 1.37 -0.93 0.109
C -0.994075 -2.007482 3.010266 -0.78 0.34 0.85 -0.101
O -0.506175 -3.176898 3.657458 -0.28 -1.11 -1.10 -0.189
C -0.703928 -4.376710 2.851721 1.55 -0.69 1.12 -0.211
C -0.915225 -5.620628 3.761301 -1.51 2.02 -1.32 -0.177
N -2.270447 -5.411974 4.316542 0.67 -2.66 -0.34 -0.033
C -2.593555 -6.391936 5.339195 -0.24 -0.08 0.85 -0.231
C -4.051095 -6.394552 5.724731 0.30 -0.28 0.67 -0.261
O -4.417912 -5.123750 6.243014 -1.00 -0.74 0.42 -0.208
C -5.806751 -5.159536 6.673253 1.06 0.08 -0.56 -0.085
H -2.100479 -2.004139 3.050763 0.33 0.11 -0.08 0.090
H -0.695270 -1.898532 1.971899 0.22 -0.14 -0.17 0.061
H -0.630595 -1.141776 3.586947 -0.12 -0.40 -0.20 0.073
H 0.230757 -4.653139 2.369666 0.42 0.65 -0.48 0.091
H -1.454494 -4.270977 2.070501 -0.37 0.19 0.28 0.113
H -0.116829 -5.619629 4.487431 0.34 -0.09 0.56 0.107
H -0.784836 -6.523196 3.106675 -0.63 0.54 0.71 0.126
H -2.354599 -4.498968 4.698210 0.12 0.88 0.27 0.090
H -2.063614 -6.231572 6.294817 0.27 0.16 -0.16 0.119
H -2.340156 -7.430084 5.068803 0.02 0.44 -0.46 0.125
H -4.183965 -7.229353 6.462253 -0.11 0.70 -0.20 0.132
H -4.686815 -6.605009 4.885670 -0.36 -0.23 -0.73 0.107
H -6.070726 -4.117033 6.755048 -0.39 0.29 0.04 0.063
H -5.889088 -5.610550 7.682899 -0.10 -0.15 -0.68 0.093
H -6.434570 -5.650256 5.880379 0.42 0.28 0.92 0.101
C 7.353045 -0.852683 -5.443753 -0.87 1.10 0.70 -0.119
O 6.639381 -1.964240 -5.932082 1.19 0.07 0.49 -0.199
C 5.742078 -1.632641 -6.980285 0.02 -0.51 0.83 -0.200
C 4.519508 -0.947757 -6.366213 -0.51 0.29 -1.16 -0.205
N 3.783585 -1.808494 -5.462279 1.47 -0.26 -1.38 -0.040
C 2.364827 -1.771639 -5.509223 -0.70 -0.16 1.08 -0.208
C 1.810348 -2.957731 -6.309476 0.60 1.87 -1.82 -0.205
O 0.425849 -2.927779 -6.553959 -0.97 0.49 0.12 -0.220
C -0.055918 -1.893604 -7.445077 1.90 -1.18 -0.82 -0.074
H 8.105108 -1.084247 -4.685091 -0.10 -0.67 -0.34 0.088
H 6.666287 -0.141153 -4.917692 0.38 -0.35 -0.38 0.068
H 7.822401 -0.277443 -6.241677 0.17 -0.05 -0.24 0.085
H 5.495413 -2.648651 -7.342776 -0.27 0.78 -0.35 0.129
H 6.269790 -1.017169 -7.738838 -0.43 -0.24 0.18 0.125
H 3.837620 -0.667825 -7.168660 -0.06 -0.04 -0.32 0.120
H 4.775474 0.035114 -5.930983 0.14 -0.35 0.01 0.101
H 4.162433 -1.694899 -4.567174 0.26 -0.19 1.47 0.068
H 2.033075 -0.800059 -5.880533 -0.42 -0.08 -0.04 0.091
H 2.062241 -1.874289 -4.454318 -0.48 0.14 -0.36 0.112
H 2.044152 -3.870013 -5.840455 0.14 -1.15 0.82 0.104
H 2.373987 -2.964963 -7.275814 -0.34 -0.03 0.30 0.128
H -1.117028 -2.013667 -7.564486 -0.41 -0.04 0.21 0.075
H 0.433029 -2.073044 -8.449119 -0.49 0.28 0.79 0.104
H 0.209590 -0.894757 -7.118119 -0.13 0.16 0.24 0.065
C 4.067406 3.584378 2.758726 1.66 0.68 -0.47 -0.081
O 4.758116 3.258874 1.524720 -1.38 -0.62 2.00 -0.159
C 3.844098 2.822390 0.535764 1.50 0.91 -2.49 -0.222
C 3.766836 3.958138 -0.473145 0.04 0.04 -0.93 -0.228
N 3.106227 5.139002 0.035507 0.13 0.67 -0.73 -0.024
C 3.179535 6.315386 -0.894650 -1.78 -1.36 1.36 -0.180
C 4.499616 6.951788 -1.000019 0.30 1.27 1.00 -0.208
O 4.800406 7.307491 0.369837 0.22 -0.11 -0.38 -0.195
C 6.076761 7.833151 0.506552 2.08 -0.46 0.45 -0.149
H 4.842209 3.868772 3.435995 0.87 0.04 0.56 0.082
H 3.521628 2.818072 3.283854 -0.51 -0.53 -0.65 0.045
H 3.510773 4.498172 2.680514 -0.90 0.26 -0.40 0.077
H 2.866152 2.541248 0.879769 -0.31 -0.42 0.51 0.098
H 4.371702 2.064062 -0.084984 -0.63 -0.37 0.84 0.124
H 3.328806 3.684780 -1.429583 -0.97 -0.49 0.06 0.107
H 4.781580 4.095851 -0.866698 0.53 0.45 0.65 0.118
H 3.633573 5.489670 0.799291 0.48 -0.06 1.25 0.065
H 2.405329 6.965912 -0.505900 0.14 0.68 0.03 0.120
H 2.772980 5.926409 -1.770651 -0.28 -0.23 -2.08 0.082
H 4.519593 7.871253 -1.597678 -0.24 -0.31 -0.14 0.127
H 5.250253 6.285847 -1.383292 0.51 -0.40 -0.18 0.105
H 6.181925 8.909459 0.320005 -0.44 0.00 -0.07 0.082
H 6.833947 7.337940 -0.162358 -0.73 0.23 0.27 0.096
H 6.479265 7.631088 1.528461 -0.61 0.21 -0.52 0.092
C -0.238892 1.403109 2.741566 -0.43 -0.64 -0.97 -0.094
O 0.570127 1.247820 1.580889 -0.03 0.08 -0.25 -0.201
C -0.185064 1.611367 0.422883 -1.39 0.82 0.97 -0.222
C 0.600139 1.433234 -0.810061 1.28 -1.32 -0.93 -0.172
N 0.830810 -0.030739 -0.937556 -0.08 0.08 1.81 -0.043
C 1.607685 -0.466573 -2.055172 -0.58 -0.52 -1.46 -0.213
C 3.078424 -0.158237 -2.141836 0.74 -1.69 0.98 -0.251
O 3.353562 1.105909 -2.622462 0.34 0.69 -0.31 -0.187
C 4.681269 1.220278 -3.092463 0.25 1.81 0.37 -0.089
H -1.266635 0.997094 2.569973 0.70 -0.24 0.24 0.090
H -0.406654 2.441434 2.900801 0.05 1.14 0.54 0.064
H 0.277466 0.921684 3.564552 -0.20 0.00 0.14 0.055
H -0.556264 2.691254 0.513602 0.24 -1.37 -0.01 0.135
H -1.015632 0.858561 0.380268 0.09 1.00 -0.03 0.117
H 1.550928 1.969564 -0.817972 0.05 0.27 0.24 0.105
H 0.074032 1.774794 -1.705551 -0.21 -0.04 0.26 0.098
H 1.193720 -0.359502 -0.011262 -0.33 0.32 -1.28 0.095
H 1.065801 -0.062275 -2.931916 0.45 -0.02 -0.03 0.119
H 1.542311 -1.560571 -2.220014 -0.21 0.38 0.56 0.100
H 3.593269 -0.946351 -2.722975 -0.40 0.33 -0.37 0.091
H 3.547151 -0.375725 -1.147523 -0.23 0.63 -0.23 0.120
H 4.809689 2.310417 -3.338951 -0.01 -1.12 -0.11 0.107
H 4.881504 0.581947 -3.942537 -0.21 -0.11 -0.41 0.041
H 5.448933 0.983668 -2.343293 -0.30 -0.10 0.27 0.095
C -2.935919 -9.388842 -0.153325 0.77 -0.18 0.35 -0.120
O -2.117221 -8.813644 -1.168638 -1.00 0.86 0.55 -0.209
C -2.495170 -7.457713 -1.436613 2.01 0.02 -0.22 -0.206
C -2.105919 -6.352762 -0.395166 0.70 -1.60 -0.28 -0.173
N -0.678608 -6.382487 -0.008795 -0.72 0.36 0.55 -0.040
C 0.270657 -5.785712 -0.923221 -1.09 1.61 0.92 -0.186
C 0.128896 -4.276546 -1.364161 -0.04 -0.66 0.43 -0.158
O -0.064695 -3.285442 -0.318434 1.59 -0.33 -0.39 -0.216
C 1.205882 -2.982693 0.296213 -0.57 -0.21 2.44 -0.109
H -2.711501 -10.475996 -0.266914 -0.49 0.74 0.58 0.093
H -4.043326 -9.189045 -0.295664 1.17 -0.14 0.10 0.098
H -2.567948 -8.987072 0.846289 -0.77 -0.71 -0.91 0.095
H -3.542925 -7.434498 -1.632983 -1.01 0.26 -0.14 0.099
H -1.953018 -7.289543 -2.373385 -0.23 0.42 0.00 0.115
H -2.607603 -6.591858 0.536894 -0.48 0.25 0.10 0.105
H -2.428537 -5.380787 -0.772730 -0.24 0.10 -0.08 0.100
H -0.677287 -5.923191 0.892300 0.50 0.02 -0.04 0.050
H 0.124493 -6.326172 -1.794774 -0.04 -0.95 -2.20 0.084
H 1.277391 -6.010089 -0.643933 0.68 -0.01 0.64 0.100
H -0.751438 -4.150820 -2.012854 0.42 -0.02 0.07 0.100
H 1.088552 -4.146483 -1.910748 -0.66 0.67 0.04 0.110
H 1.092895 -2.265787 1.178555 -0.35 -0.86 -1.36 0.075
H 1.986419 -2.591361 -0.329759 -0.07 0.10 -0.84 0.042
H 1.601548 -3.900997 0.776771 -0.03 0.24 -0.31 0.093
```
Forces are in eV/Å.